No. 1
DFT (ωB97M-V/def2-TZVPD) results for a 5-piece molecular cluster, C20H40O5 overall in a non-equilibrium geometry.

As for the SMILES: C1CCOC1.C1CCOC1.C1CCOC1.C1CCOC1.C1CCOC1. The total energy comes out at -1162.139894 Eh. Its LUMO energy is 0.6 eV. Its HOMO-LUMO gap is 9.78 eV. The highest occupied orbital energy is -9.15 eV. The energy relative to the best compared isomer or geometry (same formula, charge and spin) comes out at 336.69 kJ/mol.

XYZ file:
```
65
C20H40O5, DFT ωB97M-V/def2-TZVPD
C 1.97663 -2.87116 4.57420
C 1.21059 -3.29299 5.82462
C 1.26457 -2.00749 6.64961
O 1.24642 -0.92691 5.71578
C 1.44044 -1.45101 4.38806
H 1.77155 -3.42717 3.65948
H 3.04481 -2.89470 4.79607
H 1.67007 -4.12723 6.35577
H 0.18153 -3.55977 5.57532
H 2.20607 -1.94403 7.20541
H 0.41988 -1.91977 7.33254
H 2.11350 -0.81323 3.82102
H 0.44857 -1.49608 3.93468
C -3.53919 -4.06245 -2.02727
C -4.42270 -4.38102 -0.84322
C -5.48971 -3.28809 -0.97211
O -4.85032 -2.17061 -1.59248
C -3.52483 -2.54172 -2.00640
H -4.00049 -4.41639 -2.95239
H -2.55754 -4.53405 -1.95834
H -3.93682 -4.29973 0.13009
H -4.91791 -5.35355 -0.86864
H -5.92052 -2.97074 -0.01950
H -6.33454 -3.59751 -1.59799
H -2.84411 -2.18232 -1.22580
H -3.30079 -2.10061 -2.97416
C 1.05019 2.08204 -4.73031
C -0.00088 2.74630 -5.60145
C -1.30568 2.37639 -4.89914
O -1.05204 1.16612 -4.17786
C 0.30756 0.81683 -4.31165
H 1.30445 2.69204 -3.85929
H 1.99060 1.84328 -5.22603
H 0.02010 2.37106 -6.62708
H 0.12723 3.82681 -5.69322
H -2.12532 2.24419 -5.60532
H -1.58686 3.13874 -4.16686
H 0.40878 0.07275 -5.11902
H 0.72011 0.34086 -3.42449
C 0.33275 0.09420 -0.80702
C 0.92741 -1.28637 -1.05435
C 0.52689 -2.02483 0.20342
O 0.76367 -1.09103 1.23914
C 0.38677 0.17389 0.74074
H -0.69541 0.12143 -1.16304
H 0.92872 0.90745 -1.21473
H 2.01382 -1.16108 -1.12726
H 0.63339 -1.82733 -1.95540
H 0.96839 -2.99987 0.39453
H -0.56496 -2.19594 0.17874
H 1.02409 0.94740 1.17345
H -0.60292 0.50411 1.10096
C 1.81990 5.05001 0.28970
C 2.38297 3.68673 0.67747
C 3.35166 4.11514 1.76901
O 2.62371 5.06493 2.54199
C 1.69692 5.70386 1.67840
H 0.82578 5.00571 -0.15679
H 2.48497 5.57992 -0.39129
H 2.91762 3.18333 -0.12732
H 1.58325 3.09137 1.11583
H 4.20097 4.66019 1.33194
H 3.74380 3.28963 2.36005
H 1.82972 6.78851 1.66198
H 0.68271 5.53155 2.05719
```

No. 2
DFT (ωB97M-V/def2-TZVPD) results for C20H41As3N7O3Ti as an isolated structure.

As for the total charge: +1. The total energy comes out at -8952.313028 Eh. Its LUMO energy is -2.8 eV. Its HOMO-LUMO gap is 7.75 eV. The highest occupied orbital energy is -10.54 eV. The energy relative to the best compared isomer or geometry (same formula, charge and spin) comes out at 19.46 kJ/mol.

XYZ file:
```
75
C20H41As3N7O3Ti, DFT ωB97M-V/def2-TZVPD
Ti 1.06356 -0.21786 -0.75953
C -1.99319 -0.76345 -3.36166
As -1.44333 -0.83232 -1.50408
C -1.74873 -2.71099 -1.11019
C -2.91548 -0.06316 -0.47174
C -3.01147 1.46961 -0.31478
C -2.93661 2.13728 -1.68676
C -1.92480 2.00578 0.62642
As -0.07172 2.09470 0.01007
C 0.04957 3.71748 -1.04467
C 0.75432 2.66648 1.67644
C -4.39640 1.72000 0.32364
As -5.10804 3.44175 1.03342
C -4.16567 3.55446 2.76084
C -4.11571 4.85994 0.10106
H -2.98119 -1.21122 -3.46545
H -1.26807 -1.32798 -3.94597
H -1.99824 0.25949 -3.72449
H -2.79786 -2.95793 -1.27094
H -1.46858 -2.91170 -0.07727
H -1.13209 -3.30920 -1.78017
H -2.84405 -0.53128 0.51435
H -3.83674 -0.43157 -0.93225
H -1.99143 1.92338 -2.19422
H -3.02855 3.21916 -1.61393
H -3.74204 1.77733 -2.33094
H -1.89895 1.41373 1.54625
H -2.16823 3.02763 0.91497
H -0.47374 4.52852 -0.53851
H -0.37476 3.55355 -2.03088
H 1.10197 3.97837 -1.15370
H 0.22650 3.53139 2.07777
H 1.79295 2.94377 1.49683
H 0.69692 1.85282 2.39940
H -4.51637 1.05614 1.18760
H -5.15228 1.39628 -0.39716
H -4.17637 2.57652 3.24253
H -4.71332 4.24812 3.39698
H -3.13730 3.90266 2.67680
H -4.40805 4.90214 -0.94692
H -3.03222 4.76854 0.17508
H -4.41445 5.79780 0.56964
N 2.78244 0.06208 0.73501
C 2.85948 -1.35692 1.09005
C 3.64243 -1.74347 2.35499
C 3.79348 -3.25474 2.55185
C 4.58040 -3.96369 1.44462
N 3.91139 -3.97629 0.13289
C 2.75831 -4.58003 -0.14268
N 2.31950 -5.57173 0.62179
N 2.08075 -4.22546 -1.24152
C 1.39121 -1.88321 1.18489
O 1.14969 -3.07269 1.28075
O 0.51342 -0.93587 1.06767
H 3.64649 0.39680 0.31985
H 2.55980 0.63979 1.53963
H 3.33770 -1.82756 0.23775
H 3.17980 -1.28224 3.23087
H 4.64257 -1.30331 2.26801
H 2.80815 -3.71007 2.63531
H 4.30897 -3.44405 3.49517
H 4.82250 -4.98909 1.73213
H 5.54085 -3.47829 1.27012
H 4.21660 -3.29542 -0.54310
H 2.83477 -5.86739 1.43086
H 1.41494 -5.98078 0.47056
H 2.22081 -3.30103 -1.63276
H 1.15670 -4.60012 -1.37673
O 1.39409 -1.35701 -2.27748
N 2.55028 -0.65377 -1.92867
C 2.31388 0.73503 -2.21798
C 3.29390 1.64983 -1.74743
N 4.04300 2.40331 -1.29957
C 1.28314 1.18145 -3.08863
N 0.34876 1.52979 -3.67214
```

No. 3
DFT (ωB97M-V/def2-TZVPD) results for C20H41AsBr3F9N5O7 as an isolated structure in a non-equilibrium geometry.

As for the total charge: -1. The total energy comes out at -12444.094778 Eh. Its LUMO energy is 1.9 eV. Its HOMO-LUMO gap is 8.91 eV. The highest occupied orbital energy is -7.04 eV.

XYZ file:
```
86
C20H41AsBr3F9N5O7, DFT ωB97M-V/def2-TZVPD
As -0.11383 1.28752 -0.11614
F -0.07754 1.21240 1.61347
F 1.61918 1.17853 -0.06210
F 0.05210 1.48189 -1.83698
F -1.81368 1.48508 -0.20366
F -0.01445 3.02114 0.01553
F -0.20110 -0.41551 -0.28646
C 0.81412 -0.09389 -4.08889
C 2.06500 -0.39262 -4.89013
O 2.15022 -1.35572 -5.66199
N 3.10966 0.42150 -4.61293
C 4.43787 0.26544 -5.16261
H 0.74030 0.97847 -3.96614
H 0.85861 -0.70954 -3.18899
H -0.05097 -0.50432 -4.61191
H 2.96147 1.08067 -3.86782
H 4.47282 0.56360 -6.21105
H 4.73659 -0.77692 -5.06765
H 5.10169 0.92886 -4.61622
C 3.26717 3.06475 1.79897
C 3.27848 2.24632 3.05854
O 4.20210 2.29372 3.86629
N 2.23253 1.40987 3.20232
C 2.12474 0.45953 4.30602
H 3.63733 4.07747 1.93277
H 2.23681 3.20816 1.45577
H 3.83481 2.51758 1.04950
H 1.50624 1.35457 2.50413
H 1.45097 0.86193 5.05942
H 3.13514 0.28607 4.66442
H 1.72565 -0.46090 3.88217
C -3.28172 1.51370 2.43039
C -3.30941 1.35790 3.93520
O -3.96323 2.09206 4.65728
N -2.53352 0.35599 4.42605
C -2.37834 0.04251 5.82304
H -4.27075 1.36010 2.01893
H -2.44955 0.93889 2.03343
H -2.95159 2.54335 2.27285
H -2.03655 -0.20969 3.76129
H -3.01536 0.68034 6.43397
H -1.34707 0.15555 6.15413
H -2.75655 -0.96278 6.04191
C 1.34399 -3.52505 -1.81663
C 2.57282 -4.11677 -2.45837
O 3.30606 -4.90319 -1.85838
N 2.91638 -3.60112 -3.65286
C 4.18157 -3.79171 -4.31931
H 0.71073 -3.01124 -2.54365
H 1.64250 -2.86213 -1.00939
H 0.71727 -4.31837 -1.41007
H 2.34095 -2.87654 -4.05368
H 4.27495 -3.11856 -5.16195
H 4.47036 -4.82630 -4.49683
H 4.98259 -3.47091 -3.62095
C -0.32967 5.09486 -2.55473
C -1.08048 5.96371 -1.56287
O -1.31484 7.13759 -1.78991
N -1.44661 5.33563 -0.42568
C -2.35458 5.91808 0.53110
H 0.53227 4.61794 -2.09030
H -0.11523 5.69066 -3.43339
H -0.98210 4.26181 -2.84205
H -1.21509 4.35243 -0.33129
H -3.26346 5.31586 0.61433
H -2.62175 6.91876 0.20497
H -1.90471 5.97263 1.52508
C -3.87676 -6.07902 2.76443
C -2.38346 -5.89738 2.66698
O -2.06199 -4.53089 2.90852
C -1.41135 -3.86673 1.96221
O -1.36761 -4.12311 0.80358
C -0.75683 -2.57504 2.49688
F -1.33692 -1.51388 1.92609
F -0.85631 -2.45491 3.82004
F 0.53472 -2.55828 2.17013
H -4.17926 -7.12708 2.67318
H -4.42325 -5.62015 1.93797
H -4.22879 -5.68655 3.71773
H -2.05011 -6.23387 1.68456
H -1.88115 -6.52844 3.39812
C -3.09469 0.38255 -3.23369
Br -3.62131 2.19497 -3.49446
Br -3.41111 -0.69538 -4.82106
Br -4.10181 -0.39563 -1.77052
H -2.04231 0.30719 -2.99999
```

No. 4
DFT (ωB97M-V/def2-TZVPD) results for a 5-piece molecular cluster, C20H41BBr2O12 overall in a non-equilibrium geometry.

As for the SMILES: CB(Br)C[C@@H](C)Br.CCOC(=O)OC.CCOC(=O)OC.CCOC(=O)OC.CCOC(=O)OC. The total energy comes out at -6862.506816 Eh. Its LUMO energy is 0.3 eV. Its HOMO-LUMO gap is 10.62 eV. The highest occupied orbital energy is -10.33 eV. The energy relative to the best compared isomer or geometry (same formula, charge and spin) comes out at 40.47 kJ/mol.

XYZ file:
```
76
C20H41BBr2O12, DFT ωB97M-V/def2-TZVPD
C 1.75923 6.20924 -0.57643
B 2.47890 5.30345 -1.67171
Br 3.65473 3.84541 -0.95027
C 2.32603 5.42128 -3.25826
C 3.20822 6.51911 -3.94334
C 2.42909 7.17278 -5.13386
Br 3.81204 7.95954 -2.74202
H 0.68252 6.24480 -0.83699
H 1.88071 5.78493 0.43083
H 2.12859 7.24412 -0.55658
H 2.61757 4.44192 -3.68497
H 1.27257 5.56864 -3.55314
H 4.08201 6.00760 -4.36536
H 2.03795 8.16717 -4.86720
H 3.07146 7.31725 -6.01462
H 1.57337 6.53829 -5.40660
C 3.54997 1.29020 1.77623
C 2.23203 1.66313 1.12817
O 1.27237 0.60445 1.26143
C 0.67714 0.50920 2.45032
O 0.85928 1.22439 3.39546
O -0.14776 -0.53676 2.40460
C -0.80419 -0.82557 3.64110
H 3.90976 0.33491 1.38832
H 4.30198 2.05635 1.58586
H 3.43935 1.17850 2.85512
H 2.37751 1.80614 0.06329
H 1.83578 2.59621 1.53083
H -1.30910 0.05314 4.03832
H -0.08610 -1.21131 4.36452
H -1.54820 -1.59397 3.44345
C -5.78660 -1.86279 7.17340
C -4.77140 -2.85277 7.70779
O -4.73174 -4.04087 6.90796
C -4.05339 -3.93420 5.76707
O -3.47874 -2.95731 5.37235
O -4.13871 -5.09899 5.12589
C -3.52092 -5.09617 3.83715
H -6.76424 -2.33658 7.06987
H -5.87679 -1.00656 7.84265
H -5.49869 -1.49851 6.18696
H -5.05938 -3.17068 8.70921
H -3.77783 -2.40877 7.78103
H -2.49048 -4.74837 3.89327
H -4.09358 -4.47645 3.14734
H -3.52470 -6.12109 3.47417
C 1.64410 1.07139 -3.00267
C 2.66831 0.09503 -2.45885
O 2.67854 -1.11485 -3.22638
C 3.32878 -1.04461 -4.38624
O 3.90230 -0.08417 -4.82068
O 3.22157 -2.22905 -4.98949
C 3.80926 -2.27013 -6.28884
H 0.66241 0.59836 -3.06997
H 1.57008 1.95110 -2.36215
H 1.90937 1.40203 -4.00775
H 2.39960 -0.18700 -1.44020
H 3.66571 0.53612 -2.42091
H 4.84250 -1.92719 -6.26678
H 3.22371 -1.66782 -6.98343
H 3.79084 -3.30577 -6.61989
C -0.17823 -3.45578 -0.19760
C -0.91611 -2.21902 -0.66675
O -1.84748 -2.53612 -1.71141
C -2.98815 -3.08676 -1.30503
O -3.30030 -3.31983 -0.16901
O -3.72644 -3.34821 -2.38552
C -4.95207 -4.01881 -2.09836
H 0.28895 -3.96555 -1.04223
H 0.59192 -3.18961 0.52707
H -0.86040 -4.16655 0.27057
H -0.20644 -1.50969 -1.09151
H -1.42186 -1.71664 0.15800
H -5.52748 -3.48548 -1.34318
H -4.75262 -5.03996 -1.77313
H -5.52800 -4.04989 -3.02028
```

No. 5
DFT (ωB97M-V/def2-TZVPD) results for a 3-piece molecular cluster, C20H41BIN3O6P overall.

As for the total charge: +1. The total energy comes out at -2066.138155 Eh. Its LUMO energy is -2.6 eV. Its HOMO-LUMO gap is 9.08 eV. The highest occupied orbital energy is -11.72 eV.

XYZ file:
```
73
C20H41BIN3O6P, DFT ωB97M-V/def2-TZVPD
C 0.24238 2.70089 2.67808
C -0.51377 1.47950 2.14592
C 0.25636 0.51007 1.22901
I 1.65497 1.55185 -0.03783
C 0.98452 -0.58906 2.07003
O 2.31532 -0.86161 1.66155
C 2.42444 -1.93394 0.75557
C 2.11578 -3.26299 1.45696
C 3.34475 -3.98693 2.03515
C 4.54715 -3.08400 2.39310
C 5.71691 -3.19142 1.40086
O 6.66581 -4.12882 1.87455
C 7.98195 -3.61995 1.99097
N 1.08008 -2.99246 2.51553
P 0.09127 -4.50535 3.10974
O 0.56959 -4.45570 4.63944
O 0.96065 -5.69382 2.46119
C 0.12489 -1.88268 2.09556
B -1.10166 -1.79541 3.16287
O -0.78104 -1.22997 4.37970
O -2.32465 -2.33745 2.99201
C -2.83020 -2.71145 1.70778
H 1.27988 2.47666 2.94098
H -0.25164 3.05681 3.58866
H 0.20957 3.53151 1.96890
H -1.39894 1.81126 1.59593
H -0.87489 0.91564 3.01200
H -0.46504 0.06309 0.54317
H 1.07142 -0.20449 3.09251
H 1.73511 -1.77979 -0.08684
H 3.42723 -1.95050 0.32091
H 1.63880 -3.90296 0.70491
H 3.07271 -4.57536 2.91441
H 3.66244 -4.72267 1.28840
H 4.25524 -2.04502 2.55937
H 4.95364 -3.44543 3.34418
H 6.17625 -2.21502 1.21614
H 5.35405 -3.56502 0.43134
H 8.37519 -3.28492 1.02563
H 8.03282 -2.79671 2.71559
H 8.61167 -4.43205 2.35982
H 1.59106 -2.60432 3.31602
H 1.44619 -4.79991 4.85754
H 1.64375 -6.06975 3.02979
H -0.19760 -2.08902 1.07051
H -1.43256 -0.60036 4.70006
H -3.90122 -2.87689 1.80268
H -2.36646 -3.64805 1.37750
H -2.65902 -1.93573 0.96192
C -3.61479 3.20921 -2.76395
C -2.12078 2.98515 -2.58125
C -1.75668 1.50119 -2.44181
C -2.38737 0.88750 -1.27811
N -2.84690 0.40367 -0.33994
H -4.18202 2.86039 -1.89817
H -3.82214 4.27020 -2.89178
H -3.98456 2.68684 -3.64843
H -1.77325 3.52434 -1.69684
H -1.58621 3.39320 -3.43531
H -0.67969 1.37990 -2.31852
H -2.06359 0.94551 -3.33017
C -5.90992 5.39765 -5.92726
C -5.06424 6.51456 -6.52652
C -3.73437 6.01096 -7.10129
C -2.90735 5.38378 -6.07106
N -2.28004 4.88934 -5.24479
H -5.40117 4.92224 -5.08697
H -6.85759 5.78944 -5.55979
H -6.13028 4.62877 -6.67003
H -4.86338 7.27254 -5.76769
H -5.61738 7.00547 -7.32806
H -3.16482 6.83288 -7.53635
H -3.91156 5.27560 -7.88815
```

No. 6
DFT (ωB97M-V/def2-TZVPD) results for a 9-piece molecular cluster, C20H41ClN3O9S3 overall in a non-equilibrium geometry.

The multiplicity is 2. The total energy comes out at -3282.274097 Eh. Its LUMO energy (alpha / beta) is -1.6 / -5.5 eV. Its HOMO-LUMO gap (alpha / beta) is 5.82 / 1.92 eV. The highest occupied orbital energy (alpha / beta) is -7.38 / -7.37 eV. As for the expectation value of S²: 0.76.

XYZ file:
```
77
C20H41ClN3O9S3, DFT ωB97M-V/def2-TZVPD
Cl -18.43782 23.18145 4.77888
O -18.27825 21.93345 5.42709
O -19.63832 23.74262 5.19632
O -17.37045 24.01878 5.21208
O -18.42235 23.03251 3.32701
C -19.49316 24.78850 8.66730
O -18.43316 23.89178 8.33799
H -19.34827 25.44182 9.52769
H -19.68362 25.41815 7.79818
H -20.45677 24.29851 8.80683
H -18.35063 23.89728 7.38156
C -14.44479 26.29286 4.17325
O -14.81020 25.52775 5.31160
H -15.04035 25.92097 3.33951
H -14.65887 27.35808 4.26045
H -13.40888 26.16677 3.85850
H -15.73706 25.27778 5.30471
N -17.75006 17.77864 1.22051
C -18.93377 18.42548 1.06591
C -19.06476 19.39855 2.04900
C -17.88212 19.27670 2.80084
C -17.06041 18.31012 2.21272
H -17.55731 16.93526 0.69931
H -19.53357 18.04048 0.25449
H -19.87133 20.11497 2.09982
H -17.61692 19.85331 3.67467
H -16.06931 17.94752 2.44214
N -19.51110 28.84713 6.58465
C -18.62009 28.26611 7.48152
C -17.96478 27.27087 6.70309
C -18.56941 27.14173 5.44426
C -19.46254 28.17336 5.32822
H -20.04901 29.67738 6.78819
H -18.47218 28.64616 8.48156
H -17.21988 26.57976 7.06900
H -18.32670 26.39492 4.70280
H -20.17199 28.40895 4.54875
N -20.16226 20.57064 7.78989
C -20.21093 20.73816 9.12848
C -20.23091 19.51527 9.69924
C -20.13602 18.58090 8.68759
C -20.09084 19.25523 7.43444
H -20.11354 21.31433 7.10824
H -20.16967 21.72699 9.56082
H -20.30341 19.33306 10.76129
H -20.11839 17.50734 8.80409
H -19.93781 18.92154 6.41874
C -14.35448 18.37298 7.06354
S -15.68343 18.64789 8.34021
O -14.95319 18.97902 9.63336
C -16.26567 20.27368 7.62005
H -13.51950 18.92396 7.49634
H -14.51664 18.70979 6.03964
H -14.02180 17.34181 6.94475
H -16.99360 20.70669 8.30613
H -16.90022 20.06469 6.75879
H -15.45755 20.97620 7.41630
C -22.05464 21.17203 5.31302
S -23.58095 20.34818 4.68774
O -23.91406 19.28865 5.76143
C -24.79046 21.72358 4.80385
H -22.25652 21.28792 6.37788
H -21.93408 22.17986 4.91574
H -21.10850 20.64850 5.17579
H -24.67097 22.19234 5.78063
H -25.76337 21.23755 4.73091
H -24.61487 22.52017 4.08086
C -21.64535 24.14276 -0.69695
S -20.83660 24.88918 0.77620
O -21.52691 26.25486 0.91219
C -21.51955 23.77370 2.02396
H -21.09309 24.51156 -1.56129
H -22.67638 24.49290 -0.74662
H -21.54971 23.05828 -0.75042
H -22.60619 23.70752 1.96978
H -21.20877 24.18424 2.98468
H -21.07856 22.78298 1.91390
```

Q: Number 5 is which compound?
A: C20H41BIN3O6P